4 unconnected molecules or ions with the total composition C13H24FN5O5PS. Source: the Open Molecules 2025 dataset; level of theory: ωB97M-V with the def2-TZVPD basis set.

Each line ends with the natural charge from an NBO analysis.
Cartesian coordinates (Å):
N  3.2490  -1.3882  0.8611  -0.761
C  2.3950  -0.4969  0.3739  0.579
N  1.2507  -0.8039  -0.2619  -0.443
C  0.7239  0.3573  -0.5898  0.346
C  -0.5784  0.4490  -1.3537  0.649
O  -0.7123  -0.1301  -2.3847  -0.442
N  -1.5607  1.2553  -0.7556  -0.689
C  -1.7247  1.1099  0.6510  0.976
O  -1.1127  1.6719  1.4847  -0.513
F  -2.6905  0.2163  0.9253  -0.303
N  1.4687  1.3993  -0.1992  -0.418
P  1.2281  3.1513  -0.4816  0.970
S  1.2261  3.6243  -2.3052  -0.366
N  2.5378  0.8348  0.4349  -0.336
H  2.9387  -2.3479  0.9053  0.443
H  4.1834  -1.1646  1.1573  0.428
H  -2.4451  1.0795  -1.2336  0.439
H  2.3330  3.5190  0.2939  -0.033
H  0.1044  3.3955  0.3045  0.022
H  3.2978  1.3905  0.7986  0.454
C  -3.5525  2.5593  3.8030  -0.724
C  -3.9793  1.8981  5.0963  0.592
O  -3.7527  2.4034  6.1672  -0.525
C  -4.6963  0.5739  4.9712  -0.721
H  -3.0550  3.5003  4.0245  0.236
H  -2.8666  1.9040  3.2654  0.218
H  -4.4248  2.7484  3.1741  0.227
H  -4.0607  -0.1503  4.4575  0.222
H  -5.6091  0.6943  4.3850  0.231
H  -4.9478  0.1991  5.9597  0.243
C  4.3395  -0.3485  -2.9101  -0.722
C  4.5944  1.1311  -2.7597  0.624
O  3.9838  1.8158  -1.9620  -0.610
C  5.6391  1.7250  -3.6621  -0.727
H  3.5612  -0.6710  -2.2225  0.209
H  4.0253  -0.5730  -3.9300  0.254
H  5.2554  -0.9090  -2.7153  0.241
H  5.3650  1.5647  -4.7060  0.246
H  6.6005  1.2369  -3.4931  0.241
H  5.7322  2.7903  -3.4698  0.243
C  -2.1166  -2.9018  -1.5323  -0.727
C  -2.0447  -4.4132  -1.6211  0.593
O  -1.3071  -4.9539  -2.4079  -0.529
C  -2.9298  -5.1936  -0.6806  -0.722
H  -1.4444  -2.4696  -2.2676  0.243
H  -3.1366  -2.5625  -1.7241  0.228
H  -1.8307  -2.5781  -0.5277  0.211
H  -3.9771  -4.9394  -0.8523  0.233
H  -2.6916  -4.9445  0.3552  0.226
H  -2.7852  -6.2586  -0.8404  0.243

Output
* gap between HOMO and LUMO: 7.4647 eV
* charge: +1
* highest occupied orbital energy: -11.4 eV
* E_LUMO: -0.1445 Eh

***

A molecular structure, C13H25AuN2Se2Si. Source: the Open Molecules 2025 dataset; level of theory: ωB97M-V with the def2-TZVPD basis set.

Each line ends with the natural charge from an NBO analysis.
Cartesian coordinates (Å):
Au  0.2143  -0.2630  -0.6414  0.823
C  -0.7009  -3.7920  0.3732  -0.790
Se  -1.0960  -2.5758  -1.0911  0.505
C  0.1365  -3.2592  -2.4713  -0.579
C  1.6102  -3.1853  -2.1440  -0.569
Se  2.2909  -1.3581  -1.8293  0.462
C  3.5663  -1.8620  -0.4580  -0.774
H  -0.9537  -4.8013  0.0500  0.261
H  -1.3472  -3.5147  1.2045  0.265
H  0.3392  -3.7379  0.6833  0.234
H  -0.1072  -2.6800  -3.3642  0.254
H  -0.1527  -4.2999  -2.6505  0.271
H  2.1811  -3.5582  -3.0005  0.271
H  1.8766  -3.7871  -1.2715  0.241
H  4.2506  -2.5862  -0.8999  0.261
H  3.0519  -2.3029  0.3926  0.239
H  4.1242  -0.9828  -0.1461  0.256
C  3.0148  2.3079  0.3536  -0.655
C  1.5870  2.6698  0.5346  0.288
C  1.2420  3.9509  1.0134  -0.144
C  -0.0926  4.2761  1.2113  -0.148
C  -1.0702  3.3625  0.8677  -0.161
C  -0.6736  2.1357  0.2921  0.336
N  0.6418  1.8107  0.1982  -0.528
N  -1.4599  1.2061  -0.2338  -0.805
Si  -3.0507  1.4352  -0.9283  1.699
C  -4.3930  1.7331  0.4084  -1.084
C  -3.3768  -0.1177  -1.9677  -1.107
C  -2.8865  3.0367  -1.9819  -1.082
H  3.4589  2.9740  -0.3873  0.265
H  3.1221  1.2755  0.0242  0.214
H  3.5681  2.4624  1.2800  0.264
H  2.0186  4.6674  1.2348  0.254
H  -0.3571  5.2433  1.6125  0.262
H  -2.1145  3.5565  1.0456  0.253
H  -4.4153  0.9132  1.1199  0.249
H  -5.3595  1.7908  -0.0845  0.268
H  -4.2314  2.6622  0.9472  0.240
H  -3.7107  -0.9544  -1.3587  0.248
H  -2.4953  -0.4330  -2.5239  0.223
H  -4.1594  0.0767  -2.6939  0.272
H  -2.8807  3.9178  -1.3497  0.242
H  -3.7267  3.1114  -2.6621  0.266
H  -1.9739  3.0273  -2.5677  0.240

Output
* gap between HOMO and LUMO (alpha / beta): 8.8121 / 6.9457 eV
* spin multiplicity: 3
* charge: +2
* energy relative to the best compared isomer or geometry (same formula, charge and spin): 22.66 kJ/mol
* highest occupied orbital energy (alpha / beta): -14.8 / -15.8 eV
* E_LUMO (alpha / beta): -0.2188 / -0.3241 Eh

***

A molecular structure, C13H25Cl3GdNO4P2. Source: the Open Molecules 2025 dataset; level of theory: ωB97M-V with the def2-TZVPD basis set.

Each line ends with the Löwdin spin population.
Cartesian coordinates (Å):
C  -0.7929  1.0270  -3.7644  0.000
C  -0.8105  0.4889  -2.4733  0.001
N  -0.0382  1.0217  -1.4976  -0.006
C  0.8082  2.0356  -1.7777  0.002
C  0.8902  2.5687  -3.0635  0.000
C  0.0728  2.0755  -4.0795  0.001
C  -1.7211  -0.7184  -2.1575  0.002
P  -2.2079  -0.8013  -0.3983  0.002
Gd  -0.0074  -0.0618  0.8891  6.862
P  2.1520  1.4449  0.6588  0.001
C  1.6772  2.6418  -0.6382  0.006
O  -0.5282  -3.4113  -2.4777  0.000
O  0.5151  -3.6932  -0.0095  -0.001
H  -1.4734  0.6006  -4.4935  0.000
H  1.5999  3.3751  -3.2278  0.000
H  0.1081  2.4932  -5.0812  0.000
C  -3.6041  0.2894  -0.0481  0.010
C  -2.6670  -2.4897  0.0398  0.001
H  2.6113  3.0830  -1.0267  0.001
H  1.0882  3.4355  -0.1353  0.001
H  -1.2099  -1.6939  -2.4255  0.000
H  -2.6698  -0.6368  -2.7189  0.000
C  2.3929  2.3212  2.2194  0.004
C  3.6730  0.5990  0.2074  0.000
H  0.8694  -2.7350  -0.0836  -0.002
H  0.3509  -3.8335  0.9389  0.000
H  -0.1822  -3.7491  -1.6031  0.000
H  0.2181  -3.4674  -3.0782  0.000
H  -0.9289  1.5897  1.1730  0.121
H  1.0126  -1.3311  -0.2682  -0.007
H  -4.5112  -0.0393  -0.5638  0.001
H  -3.7814  0.3036  1.0372  0.001
H  -3.3574  1.3218  -0.3237  0.002
H  -3.5277  -2.8191  -0.5471  0.000
H  -1.8238  -3.1707  -0.1252  0.000
H  -2.9059  -2.5423  1.1102  0.000
H  4.5226  1.2856  0.1645  0.000
H  3.8629  -0.1903  0.9487  0.000
H  3.5257  0.0848  -0.7499  0.000
H  3.2474  3.0022  2.1699  0.001
H  1.4796  2.8652  2.4905  0.001
H  2.5478  1.5951  3.0294  0.000
Cl  -0.2810  0.3783  6.4097  0.000
C  -0.0450  -0.8068  5.1148  -0.001
Cl  1.6017  -1.5116  5.1409  0.000
Cl  -1.3152  -2.0643  5.0947  0.000
C  -0.1433  -0.1517  3.7078  0.000
O  -0.3306  1.0642  3.4850  0.003
O  0.0365  -1.0728  2.8069  -0.007

Output
* gap between HOMO and LUMO (alpha / beta): 7.8361 / 6.9150 eV
* spin multiplicity: 8
* charge: 0
* energy relative to the best compared isomer or geometry (same formula, charge and spin): 0.00 kJ/mol
* highest occupied orbital energy (alpha / beta): -7.4 / -6.9 eV
* E_LUMO (alpha / beta): 0.0144 / 0.0011 Eh

***

2 unconnected molecules or ions with the total composition C13H25F4O8P. Source: the Open Molecules 2025 dataset; level of theory: ωB97M-V with the def2-TZVPD basis set.

Each line ends with the natural charge from an NBO analysis.
Cartesian coordinates (Å):
C  2.5766  -5.8710  0.1108  -0.669
C  2.3139  -4.8497  -1.1216  -0.084
O  2.9416  -3.5577  -0.9582  -0.531
C  2.3111  -2.7812  0.0813  -0.107
C  0.8628  -2.1845  -0.3282  -0.137
O  0.0119  -2.2699  0.8545  -0.494
C  -0.6082  -3.5313  0.9836  0.966
O  -0.5803  -4.0611  2.1274  -0.523
O  -1.2141  -4.2777  -0.0787  -0.526
C  -2.4301  -3.6876  -0.5369  0.855
F  -2.2835  -3.5509  -1.9671  -0.331
F  -2.7494  -2.4458  0.0708  -0.307
C  -3.7319  -4.6440  -0.3356  0.497
F  -4.4837  -4.1227  0.7773  -0.333
F  -4.5612  -4.4395  -1.4843  -0.328
H  3.4598  -5.4478  0.7260  0.225
H  2.8096  -6.9331  -0.2410  0.228
H  1.6473  -5.8350  0.7929  0.213
H  1.1813  -4.7877  -1.3570  0.168
H  2.8132  -5.3450  -2.0412  0.199
H  2.1657  -3.3498  1.0741  0.189
H  3.0173  -1.8981  0.3220  0.208
H  1.0324  -1.0547  -0.5140  0.219
H  0.4123  -2.6527  -1.2678  0.213
H  -3.4720  -5.7368  -0.1510  0.190
O  0.6615  5.4083  -1.0263  -0.878
P  0.4972  3.9458  -0.5917  2.360
O  -1.0368  4.1359  0.0248  -0.812
C  -2.0431  4.7557  -0.7647  -0.069
C  -2.6017  3.7987  -1.7996  -0.629
O  1.3908  4.1137  0.8007  -0.815
C  2.5981  4.8712  0.7572  -0.062
C  2.3848  6.2182  1.4217  -0.630
O  0.4003  2.2797  -0.2216  -0.811
C  -0.0871  1.8359  1.0474  -0.044
C  -1.3916  1.0875  0.8562  -0.626
H  -1.6745  5.6635  -1.2452  0.192
H  -2.8441  5.0626  -0.0835  0.185
H  -1.8019  3.3458  -2.3926  0.198
H  -3.2884  4.3198  -2.4708  0.217
H  -3.1524  2.9865  -1.3180  0.209
H  2.9512  4.9926  -0.2706  0.179
H  3.3644  4.3108  1.2983  0.176
H  1.5157  6.7415  1.0170  0.222
H  3.2636  6.8580  1.3049  0.210
H  2.1884  6.0848  2.4904  0.206
H  -0.2272  2.6563  1.7524  0.204
H  0.6639  1.1652  1.4732  0.181
H  -2.1133  1.6829  0.2987  0.215
H  -1.8331  0.8239  1.8206  0.218
H  -1.2271  0.1704  0.2827  0.205

Output
* SMILES: CCOCCOC(=O)OC(F)(F)C(F)F.CCOP(=O)(OCC)OCC
* gap between HOMO and LUMO: 8.0265 eV
* charge: 0
* highest occupied orbital energy: -10.0 eV
* E_LUMO: -0.0709 Eh

***

A molecular structure, C13H25F5NO2P2Tm. Source: the Open Molecules 2025 dataset; level of theory: ωB97M-V with the def2-TZVPD basis set.

Each line ends with the natural charge from an NBO analysis.
Cartesian coordinates (Å):
C  -3.1899  1.3563  -1.2341  -0.251
C  -2.2555  0.8746  -0.3315  0.158
N  -0.9239  1.1149  -0.4760  -0.734
C  -0.5311  1.9980  -1.4349  0.147
C  -1.4198  2.4682  -2.3883  -0.256
C  -2.7683  2.1439  -2.2999  -0.350
C  -2.7326  0.0874  0.8801  -0.702
P  -1.7079  -1.4233  1.2370  0.788
Tm  0.5640  0.1271  1.1443  1.075
P  1.9218  2.2067  0.0209  0.792
C  0.9105  2.4665  -1.5104  -0.713
O  -1.5978  -2.4112  -3.2313  -0.943
O  1.3734  -1.2304  -0.5574  -0.992
H  -4.2370  1.0966  -1.0768  0.200
H  -1.0296  3.1091  -3.1803  0.196
H  -3.4804  2.5170  -3.0324  0.198
C  -2.5793  -2.1462  2.6593  -0.934
C  -2.2111  -2.5342  -0.1086  -0.959
H  1.4201  1.9664  -2.3541  0.219
H  0.9274  3.5492  -1.7218  0.238
H  -3.6906  -0.2293  0.7513  0.214
H  -2.6736  0.7175  1.7871  0.261
C  2.0928  3.9093  0.6398  -0.925
C  3.5583  1.8676  -0.6976  -0.932
H  3.6691  -3.7839  1.3956  0.180
H  1.2286  -2.2020  -0.5660  0.511
H  -2.2138  -3.0114  -3.5516  0.468
H  -1.7486  -1.5991  -3.7405  0.481
H  -0.2002  1.2233  2.4300  -0.693
H  0.7317  -0.7633  -1.2966  0.524
H  -3.4917  -2.6721  2.3456  0.222
H  -1.8969  -2.8634  3.1360  0.231
H  -2.8299  -1.3683  3.3921  0.251
H  -3.2825  -2.7637  -0.0129  0.218
H  -2.0111  -2.1364  -1.1148  0.278
H  -1.6410  -3.4689  -0.0034  0.222
H  3.5184  1.8821  -1.7942  0.232
H  4.2682  2.6233  -0.3392  0.230
H  3.8926  0.8751  -0.3638  0.230
H  3.1549  4.1833  0.6804  0.226
H  1.5434  4.6165  0.0051  0.235
H  1.6730  3.9371  1.6544  0.256
F  2.3008  -3.8315  2.9561  -0.291
C  2.7947  -3.2747  1.8066  0.485
F  1.7589  -3.3574  0.8406  -0.328
C  3.2227  -1.8651  2.0874  0.933
F  3.8537  -1.6988  3.2491  -0.267
F  3.9268  -1.2656  1.0942  -0.280
F  2.0384  -1.0167  2.2253  -0.345

Output
* gap between HOMO and LUMO (alpha / beta): 3.5271 / 4.6305 eV
* spin multiplicity: 3
* charge: 0
* highest occupied orbital energy (alpha / beta): -3.4 / -4.6 eV
* E_LUMO (alpha / beta): 0.0041 / 0.0027 Eh

***

A molecular structure, C13H25NO5Rh. Source: the Open Molecules 2025 dataset; level of theory: ωB97M-V with the def2-TZVPD basis set.

Each line ends with the natural charge from an NBO analysis.
Cartesian coordinates (Å):
Rh  -0.0666  -0.0614  -0.0515  1.393
C  -0.6248  0.2562  2.8444  -0.107
C  -1.4419  1.3363  2.2101  -0.110
O  -0.7495  1.5917  0.9544  -0.475
C  -1.4029  2.5145  0.0222  -0.106
C  -0.5355  2.4971  -1.1879  -0.110
O  -0.5431  1.1000  -1.6247  -0.466
C  0.3271  0.8226  -2.7781  -0.105
C  0.0485  -0.6012  -3.1191  -0.104
O  0.0162  -1.3286  -1.8531  -0.521
C  -1.0597  -2.2962  -1.7562  -0.110
C  -2.3022  -1.5211  -1.4326  -0.107
O  -1.9995  -0.8313  -0.1662  -0.550
C  -2.5779  -1.5128  1.0108  -0.104
C  -1.4226  -1.9065  1.8934  -0.108
O  -0.4674  -0.8230  1.8879  -0.516
H  -1.0376  -0.1144  3.7815  0.263
H  0.3841  0.6192  3.0328  0.240
H  -1.4049  2.2321  2.8323  0.265
H  -2.4824  1.0930  2.0022  0.214
H  -1.4299  3.5112  0.4640  0.269
H  -2.4195  2.1710  -0.1705  0.230
H  0.4892  2.7971  -0.9641  0.229
H  -0.9303  3.1286  -1.9840  0.271
H  1.3593  0.9964  -2.4768  0.219
H  0.0839  1.4915  -3.6034  0.265
H  0.8391  -1.0021  -3.7523  0.262
H  -0.9057  -0.7339  -3.6257  0.225
H  -0.7814  -2.9667  -0.9456  0.225
H  -1.1402  -2.8838  -2.6708  0.261
H  -3.1582  -2.1825  -1.3206  0.255
H  -2.5610  -0.7520  -2.1550  0.232
H  -3.0950  -2.4163  0.6958  0.247
H  -3.3055  -0.8424  1.4584  0.230
H  -0.8903  -2.7721  1.5042  0.230
H  -1.7309  -2.1316  2.9141  0.258
C  4.9592  -0.3306  1.5526  -0.590
C  4.3969  0.6244  0.4791  -0.544
C  2.9598  0.4492  0.2745  0.623
N  1.8309  0.2965  0.1418  -0.503
H  6.0358  -0.1881  1.5874  0.271
H  4.7478  -1.3692  1.3097  0.233
H  4.5496  -0.1011  2.5334  0.231
H  4.8786  0.4678  -0.4890  0.297
H  4.5604  1.6726  0.7401  0.298

Output
* gap between HOMO and LUMO: 8.5858 eV
* charge: +3
* highest occupied orbital energy: -20.9 eV
* E_LUMO: -0.4511 Eh

***

Number 1: molecular weight 412.40 g/mol, maximum force 0.0195 hartree/bohr. Number 2: molecular weight 592.33 g/mol, maximum force 0.0467 hartree/bohr. Number 3: molecular weight 584.90 g/mol, maximum force 0.0531 hartree/bohr. Number 4: molecular weight 416.30 g/mol, maximum force 0.1833 hartree/bohr. Number 5: molecular weight 553.22 g/mol, maximum force 0.0875 hartree/bohr. Number 6: molecular weight 378.25 g/mol, maximum force 0.0675 hartree/bohr.